[1]
Here is a structure of composition C37H51AuBr2N7O2PS from OMol25. Energies are from ωB97M-V with the def2-TZVPD basis set.

Its charge is 0. The calculation puts the orbital gap at 7.05 eV.

Each line ends with the Löwdin charge.
Element x y z (Å)
Au 0.036 -1.575 0.835  1.02
C 3.144 3.893 1.928  -0.07
C 2.622 3.166 3.160  -0.20
N 1.416 2.369 2.909  -0.12
C 0.162 2.951 3.388  -0.24
C -0.406 4.005 2.447  -0.07
C 1.549 1.152 2.312  -0.63
S 0.010 0.286 2.156  0.78
N 2.779 0.807 2.024  0.11
C 3.200 -0.285 1.320  -0.43
O 2.524 -1.041 0.629  -0.03
C 4.686 -0.502 1.394  -0.14
C 5.551 0.492 1.843  -0.03
C 6.920 0.265 1.872  -0.08
C 7.429 -0.960 1.465  -0.09
C 6.568 -1.956 1.020  -0.08
C 5.202 -1.725 0.977  -0.02
H 4.011 4.504 2.192  0.08
H 2.385 4.550 1.500  0.06
H 3.449 3.174 1.169  0.06
H 2.362 3.881 3.941  0.11
H 3.391 2.502 3.552  0.11
H 0.377 3.389 4.365  0.12
H -0.569 2.167 3.564  0.06
H 0.219 4.900 2.421  0.07
H -1.405 4.304 2.770  0.08
H -0.482 3.605 1.435  0.06
H 5.139 1.438 2.164  0.09
H 7.590 1.045 2.214  0.10
H 8.497 -1.141 1.495  0.10
H 6.964 -2.913 0.704  0.10
H 4.517 -2.483 0.623  0.11
C -0.542 -3.727 -2.062  -0.04
C -1.069 -4.203 -0.757  -0.29
C -1.896 -5.355 -0.726  -0.01
C -2.292 -5.898 0.453  -0.02
C -1.829 -5.340 1.667  -0.19
C -2.078 -5.881 2.949  -0.63
Br -3.193 -7.400 3.141  0.77
C -1.515 -5.323 4.060  -0.17
C -0.691 -4.195 3.952  -0.61
Br 0.095 -3.479 5.504  0.79
C -0.441 -3.588 2.733  -0.42
O 0.334 -2.544 2.608  -0.28
C -1.032 -4.185 1.576  -0.13
N -0.716 -3.600 0.363  0.06
H -1.213 -4.021 -2.868  0.08
H 0.427 -4.205 -2.241  0.10
H -0.394 -2.648 -2.039  0.02
H -2.194 -5.795 -1.668  0.12
H -2.930 -6.771 0.479  0.08
H -1.696 -5.749 5.038  0.10
N -0.255 -0.765 -0.963  -0.33
P -1.062 0.529 -1.326  0.56
N -2.340 0.799 -0.287  -0.23
C -3.214 -0.310 0.096  -0.23
C -3.574 -0.257 1.575  -0.19
C -4.175 1.101 1.924  -0.19
C -3.228 2.219 1.496  -0.19
C -2.908 2.108 0.010  -0.20
N -0.186 1.947 -1.424  -0.19
C -0.301 2.963 -2.469  -0.20
C 0.854 2.940 -3.469  -0.18
C 2.207 2.974 -2.762  -0.20
C 2.269 1.872 -1.710  -0.17
C 1.106 2.019 -0.741  -0.23
N -1.727 0.472 -2.862  -0.20
C -3.153 0.498 -3.141  -0.21
C -3.638 -0.820 -3.731  -0.18
C -2.869 -1.098 -5.021  -0.20
C -1.368 -1.122 -4.750  -0.17
C -0.904 0.135 -4.023  -0.22
H -2.717 -1.246 -0.153  0.08
H -4.147 -0.267 -0.492  0.11
H -2.678 -0.436 2.174  0.07
H -4.281 -1.060 1.800  0.11
H -4.399 1.165 2.991  0.11
H -5.129 1.216 1.393  0.11
H -2.292 2.130 2.049  0.06
H -3.656 3.202 1.711  0.11
H -2.201 2.875 -0.303  0.10
H -3.837 2.253 -0.567  0.12
H -0.304 3.945 -1.974  0.12
H -1.262 2.855 -2.971  0.11
H 0.746 3.795 -4.143  0.11
H 0.795 2.040 -4.084  0.08
H 2.336 3.946 -2.269  0.11
H 3.020 2.879 -3.485  0.11
H 3.213 1.907 -1.161  0.11
H 2.202 0.883 -2.174  0.12
H 1.177 2.988 -0.229  0.11
H 1.138 1.242 0.003  0.03
H -3.352 1.300 -3.870  0.13
H -3.693 0.758 -2.234  0.08
H -4.713 -0.776 -3.919  0.11
H -3.459 -1.618 -3.001  0.11
H -3.093 -0.294 -5.734  0.11
H -3.194 -2.030 -5.490  0.11
H -0.811 -1.213 -5.685  0.11
H -1.117 -1.986 -4.143  0.08
H -0.924 0.981 -4.727  0.12
H 0.127 0.006 -3.689  0.11

Force components x, y, z for each atom (eV/Å):
-0.27 -0.17 -0.06
0.02 0.00 -0.02
-0.04 -0.04 -0.03
0.02 -0.09 0.02
0.08 -0.07 -0.05
0.02 0.05 -0.01
0.21 -0.02 0.15
0.07 0.62 -0.13
-0.20 -0.03 -0.15
-0.17 -0.04 0.05
0.29 0.11 0.02
-0.01 0.03 0.00
0.00 -0.04 0.02
-0.02 -0.01 0.00
0.03 -0.01 0.01
-0.01 -0.02 -0.02
0.01 0.02 -0.01
-0.02 -0.03 0.00
0.01 -0.01 0.02
-0.01 0.00 0.00
0.00 0.02 -0.02
0.02 0.00 0.02
-0.05 0.01 0.01
0.00 -0.08 -0.03
0.02 -0.04 -0.02
0.04 0.01 0.03
-0.01 -0.02 -0.02
0.01 0.01 0.00
-0.01 -0.01 0.00
-0.03 0.01 0.00
-0.01 0.03 0.01
0.00 0.02 0.01
0.07 0.15 -0.06
-0.04 -0.01 0.23
0.05 0.05 -0.02
-0.01 0.00 0.05
0.00 -0.04 0.02
0.00 0.04 -0.05
-0.01 -0.04 0.02
0.02 0.00 0.06
-0.09 -0.03 -0.05
0.01 0.02 0.01
0.07 0.10 -0.06
-0.02 -0.12 0.07
0.06 0.04 -0.08
0.06 -0.25 -0.10
0.01 0.04 -0.03
-0.03 0.03 0.01
0.03 0.06 -0.03
0.00 0.01 0.01
0.02 0.02 -0.01
-0.01 0.00 -0.02
-0.16 0.13 0.09
-0.08 -0.11 0.06
-0.13 0.13 -0.02
-0.02 0.05 -0.08
-0.03 -0.01 -0.01
-0.03 0.01 -0.05
-0.02 -0.02 0.00
-0.02 -0.12 -0.06
0.42 -0.16 -0.04
-0.23 0.13 0.19
0.04 -0.01 -0.04
-0.03 0.03 0.00
0.01 0.05 0.00
-0.02 0.11 -0.06
-0.05 -0.42 0.02
0.03 0.08 0.01
0.02 -0.02 0.00
-0.02 0.06 -0.01
-0.06 0.09 -0.05
-0.01 0.13 0.04
0.03 -0.04 -0.01
0.01 -0.01 0.04
0.01 0.01 0.02
0.01 0.00 -0.01
0.03 0.00 0.00
0.01 0.00 0.03
-0.01 0.00 0.02
-0.01 -0.02 -0.02
0.03 0.03 0.02
0.01 0.04 0.00
-0.03 -0.01 -0.02
0.04 0.00 -0.03
0.01 0.00 0.01
0.04 0.10 0.06
0.00 -0.03 -0.01
-0.02 -0.01 0.00
0.00 0.01 0.03
0.01 0.00 -0.01
0.00 -0.01 0.04
0.07 -0.19 0.04
0.00 0.01 0.00
0.01 -0.03 -0.05
0.01 0.02 -0.01
-0.01 0.00 -0.03
0.00 -0.03 -0.01
0.02 -0.01 0.04
0.01 0.00 0.01
0.01 -0.21 0.15
-0.05 -0.05 0.01
-0.01 0.01 -0.01

---

[2]
Here is a structure of composition C37H51GeMoN6OSi3 from OMol25. Energies are from ωB97M-V with the def2-TZVPD basis set.

Its charge is +1. Its energy above the lowest of the compared OMol25 structures with the same formula, charge and spin is 2.492 eV. The spin multiplicity is 3. The calculation puts the orbital gap (alpha / beta) at 7.70 / 6.64 eV.

Each line ends with the Löwdin charge.
Element x y z (Å)
Mo 0.574 -1.158 0.201  1.48
C 2.760 -2.519 -1.923  -0.08
O 2.218 -2.265 -0.622  -0.46
Si 2.812 -2.915 0.876  0.32
C 4.673 -2.859 0.821  -0.15
C 2.249 -4.687 0.877  -0.14
C 1.890 -1.741 1.930  -0.54
Si 1.416 -2.528 3.556  0.39
C 0.202 -3.954 3.327  -0.18
C 2.965 -3.231 4.362  -0.17
C 0.702 -1.339 4.818  -0.17
Si 2.682 -0.063 2.029  0.37
C 4.377 0.028 2.822  -0.16
C 1.647 1.300 2.805  -0.16
C 2.839 0.547 0.219  -0.18
H 3.818 -2.761 -1.827  0.09
H 2.651 -1.628 -2.533  0.07
H 2.231 -3.345 -2.395  0.09
H 5.084 -3.628 0.161  0.04
H 5.057 -3.059 1.827  0.04
H 5.066 -1.890 0.505  0.04
H 2.745 -5.222 0.061  0.05
H 1.169 -4.762 0.729  0.04
H 2.501 -5.211 1.804  0.04
H 0.721 -4.916 3.296  0.03
H -0.379 -3.877 2.404  0.01
H -0.501 -3.993 4.165  0.04
H 3.456 -4.002 3.757  0.02
H 2.725 -3.691 5.326  0.04
H 3.702 -2.443 4.549  0.03
H -0.179 -0.805 4.459  0.00
H 1.438 -0.603 5.155  0.03
H 0.404 -1.925 5.694  0.04
H 4.268 0.133 3.906  0.04
H 4.904 0.919 2.466  0.04
H 5.011 -0.840 2.636  0.02
H 1.018 1.006 3.645  0.01
H 1.011 1.779 2.057  0.01
H 2.339 2.072 3.161  0.05
H 3.667 0.087 -0.326  0.04
H 2.949 1.634 0.204  0.03
H 1.969 0.390 -0.466  -0.01
N 0.234 -1.258 -3.573  0.20
C -0.701 -1.288 -2.607  -0.46
N -1.687 -2.170 -2.827  0.17
C -2.227 -2.942 -1.885  -0.45
N -3.097 -3.874 -2.304  0.18
N -2.098 -2.791 -0.558  0.17
C -1.177 -2.172 0.058  -0.25
N -0.474 -0.420 -1.585  -0.11
C -1.344 -1.216 1.129  -0.34
C -2.030 -1.417 2.380  -0.03
C -2.370 -0.358 3.126  -0.07
C -2.008 0.962 2.670  -0.04
C -1.459 1.170 1.471  -0.09
N -1.183 0.106 0.569  -0.13
H 0.074 -1.845 -4.376  0.12
H 0.717 -0.384 -3.717  0.08
H -3.195 -4.034 -3.290  0.11
H -3.542 -4.483 -1.642  0.11
H -2.286 -2.432 2.652  0.12
H -2.913 -0.478 4.054  0.12
H -2.188 1.824 3.298  0.12
H -1.189 2.147 1.110  0.09
C -1.558 0.270 -0.886  -0.31
Ge -1.659 2.136 -1.660  1.07
C -0.637 3.489 -0.698  -0.29
C -1.336 4.471 0.009  -0.11
C -0.661 5.442 0.737  -0.07
C 0.727 5.446 0.774  -0.07
C 1.436 4.476 0.079  -0.08
C 0.757 3.507 -0.648  -0.12
C -3.532 2.650 -1.641  -0.30
C -4.421 2.116 -0.710  -0.11
C -5.744 2.539 -0.660  -0.08
C -6.194 3.507 -1.546  -0.08
C -5.319 4.052 -2.479  -0.07
C -4.000 3.626 -2.523  -0.11
C -1.068 1.877 -3.495  -0.28
C -1.994 1.444 -4.443  -0.10
C -1.609 1.183 -5.754  -0.07
C -0.290 1.367 -6.141  -0.08
C 0.644 1.815 -5.212  -0.09
C 0.256 2.062 -3.902  -0.12
H -2.548 -0.178 -1.030  0.12
H -2.421 4.486 -0.009  0.10
H -1.221 6.199 1.273  0.11
H 1.256 6.203 1.341  0.11
H 2.520 4.475 0.102  0.11
H 1.338 2.753 -1.167  0.07
H -4.093 1.362 0.001  0.09
H -6.422 2.113 0.070  0.11
H -7.223 3.840 -1.511  0.11
H -5.666 4.809 -3.171  0.11
H -3.331 4.065 -3.257  0.11
H -3.031 1.297 -4.164  0.10
H -2.345 0.842 -6.472  0.11
H 0.009 1.180 -7.165  0.11
H 1.671 1.984 -5.513  0.11
H 1.003 2.415 -3.200  0.09

Force components x, y, z for each atom (eV/Å):
-0.34 -0.06 0.00
-0.05 -0.04 0.12
0.15 -0.18 -0.08
0.03 0.01 0.10
0.08 -0.03 -0.06
0.04 -0.12 -0.02
-0.09 0.05 0.04
0.06 -0.04 0.04
-0.08 -0.07 0.00
0.09 -0.05 0.04
0.00 0.03 0.07
0.01 0.07 -0.01
0.07 0.00 0.07
0.02 0.12 0.03
-0.25 -0.13 -0.38
-0.01 -0.02 0.00
-0.01 0.05 -0.02
-0.01 -0.02 0.00
-0.02 0.02 0.02
-0.02 0.01 -0.07
-0.03 -0.04 0.04
-0.02 0.01 0.02
0.06 0.01 0.02
-0.01 0.06 -0.09
-0.04 0.08 0.03
0.00 0.03 0.03
0.04 0.00 -0.05
-0.05 0.06 0.02
0.01 0.03 -0.05
-0.05 -0.04 -0.01
0.05 -0.01 0.01
-0.04 -0.06 -0.02
0.02 0.05 -0.04
0.00 -0.03 -0.06
-0.02 -0.03 0.04
-0.06 0.07 -0.01
0.05 -0.02 -0.05
0.00 -0.03 0.03
-0.06 -0.03 -0.01
0.08 0.05 0.09
0.13 -0.04 0.10
0.18 0.24 0.09
-0.05 0.04 -0.01
-0.04 0.09 0.01
0.08 -0.18 0.20
-0.01 0.00 -0.21
0.16 -0.02 0.04
-0.30 0.10 -0.05
0.28 -0.01 -0.02
0.07 0.25 -0.06
-0.09 -0.32 0.21
0.03 0.06 -0.10
-0.06 0.02 0.07
-0.02 0.07 0.06
0.08 -0.06 -0.10
-0.08 0.06 0.02
-0.01 -0.01 0.00
0.05 0.02 0.00
-0.04 0.04 0.00
-0.01 0.02 0.02
0.00 0.00 0.01
0.01 0.01 -0.01
0.00 -0.03 -0.01
-0.03 0.05 0.02
0.13 -0.12 -0.03
-0.17 0.09 0.03
0.07 0.05 0.03
0.00 0.06 -0.06
0.02 0.00 0.01
0.00 -0.02 -0.01
-0.03 0.02 0.02
0.08 -0.09 0.02
-0.04 0.04 0.03
-0.04 -0.05 0.05
0.00 0.02 -0.03
0.03 0.00 -0.01
-0.01 -0.02 0.02
0.00 0.02 -0.02
0.01 0.02 -0.10
0.03 -0.12 -0.02
-0.02 0.00 0.02
0.01 0.02 0.01
-0.03 -0.02 -0.05
0.04 0.08 0.05
-0.01 -0.11 -0.07
0.03 -0.02 -0.01
0.03 -0.03 -0.02
-0.03 -0.02 -0.02
-0.03 0.00 0.00
-0.05 0.01 0.01
0.02 0.03 -0.03
0.02 0.01 -0.02
0.02 -0.01 0.00
0.01 -0.02 0.02
0.01 -0.02 0.01
0.00 0.03 0.02
0.03 0.02 0.01
0.00 0.00 0.02
-0.02 0.00 0.01
-0.05 0.01 -0.03